No. 1
83
Properties=species:S:1:pos:R:3:forces:R:3:mulliken_charge:R:1 method="wB97M-V/def2-TZVPD" total_charge=+1 lumo_ev=-4.846 homo_lumo_gap_ev=5.40 s_squared=0.754 relative_energy_ev=0.6060 spin_multiplicity=2 homo_energy_ev=-10.25
C -0.3412 -3.2061 1.8312 0.243 -0.219 0.356 -0.8627
C 0.8425 -2.5756 2.5753 -0.564 0.038 -0.245 0.2052
Cl 2.3283 -3.5872 2.3882 -0.193 0.237 -0.056 -0.1678
C 1.2096 -1.1087 2.1530 0.251 -0.495 0.596 -0.7300
Cl 1.2399 -0.0970 3.6272 -0.049 0.042 -0.470 -0.1386
N 0.3927 -0.5349 1.0997 -0.005 0.145 0.193 0.6509
C -0.8105 0.2994 1.2894 -0.832 0.169 -0.569 -1.5243
C -2.1271 -0.3290 0.7793 -0.178 0.584 0.157 -0.0066
C -3.3086 0.4808 1.3875 0.601 -0.529 -0.429 -0.7587
S -4.6924 0.4435 0.1979 -0.297 0.068 -0.023 -0.1251
C -6.0691 -0.4828 0.9218 -0.845 0.005 0.841 0.0655
S -7.3765 0.3399 1.3938 0.202 0.025 -0.073 -0.1573
N -6.0989 -1.9199 1.0630 2.139 0.400 -0.620 0.3305
C -5.7239 -2.3656 2.3897 -0.978 0.001 0.304 -1.0304
C -4.4670 -2.2521 2.9498 0.548 0.466 -0.638 1.3235
C -4.2342 -2.6844 4.2316 0.979 -0.358 1.038 -1.0931
C -5.2253 -3.2502 5.0064 -0.587 -0.022 -0.217 -0.5605
C -6.4893 -3.3515 4.4450 0.127 -0.440 1.087 -0.6166
C -6.7204 -2.9279 3.1605 -1.078 -0.141 -0.406 -0.1583
C -5.4317 -2.6124 0.0052 0.104 -0.348 -0.269 0.5474
C -4.5984 -3.7045 0.1958 0.036 -0.362 0.879 -0.3805
C -4.0082 -4.3545 -0.8697 0.560 -0.642 -0.212 -0.7784
C -4.1921 -3.9358 -2.1685 -0.038 0.186 -0.280 -0.6095
C -5.0267 -2.8491 -2.3702 0.072 0.004 -0.712 -0.6792
C -5.6361 -2.2247 -1.3133 -0.727 1.000 0.136 -0.1556
C 0.7911 -0.7400 -0.1480 0.154 0.048 -2.341 0.0957
N 0.2175 -0.2607 -1.2939 -0.956 0.855 0.726 -0.2820
C 0.9317 -0.6504 -2.3105 0.925 -0.663 0.159 -0.5519
N 1.9735 -1.4179 -1.9099 -0.841 0.550 -0.658 -0.7225
I 3.4798 -2.3357 -2.9157 -0.130 0.101 0.116 0.3732
N 1.8423 -1.4620 -0.5673 1.130 -1.149 2.053 0.6908
H -0.3007 -4.2914 1.9692 -0.012 0.205 -0.005 0.6211
H -1.2631 -2.8643 2.3186 0.090 0.038 -0.372 -0.1087
H -0.3581 -3.0082 0.7551 -0.038 0.040 0.210 0.1481
H 0.5821 -2.5593 3.6349 0.385 -0.153 -0.116 0.5652
H 2.2483 -1.1386 1.8068 -0.215 0.266 0.079 0.5155
H -0.9543 0.6197 2.3233 0.613 -0.409 -0.001 0.5731
H -0.6529 1.2126 0.6988 0.041 -0.130 0.248 0.2934
H -2.1968 -0.2006 -0.3056 0.187 -0.169 0.179 0.5589
H -2.2204 -1.4012 0.9770 0.065 0.200 0.078 -0.1378
H -2.9867 1.5279 1.4590 -0.340 -0.088 -0.066 0.5902
H -3.5768 0.1522 2.3939 -0.120 0.108 -0.219 0.4361
H -3.6421 -1.8298 2.3857 -0.195 -0.157 -0.013 0.0269
H -3.2396 -2.6273 4.6760 -0.093 0.176 -0.302 0.3906
H -5.0600 -3.6182 6.0137 0.177 0.158 -0.142 0.4237
H -7.2739 -3.7798 5.0643 -0.075 0.072 -0.354 0.3801
H -7.7208 -3.0443 2.7484 0.231 0.160 -0.077 0.4601
H -4.4040 -4.1039 1.1870 -0.130 0.140 -0.103 0.4317
H -3.3828 -5.2262 -0.6852 -0.105 0.153 0.105 0.4073
H -3.7156 -4.4216 -3.0151 -0.067 -0.044 0.211 0.4358
H -5.2139 -2.4813 -3.3770 0.012 -0.072 0.176 0.4035
H -6.2853 -1.3723 -1.5132 0.038 -0.207 0.017 0.5039
H 0.7873 -0.4340 -3.3619 -0.185 0.069 0.202 0.5033
H 2.4984 -1.9992 -0.0079 -0.078 -0.015 -0.157 0.2310
C 4.1084 5.6420 -2.1445 -0.408 -0.115 -0.042 -1.6091
C 5.2463 4.6927 -1.6714 -0.660 1.884 -0.757 1.7064
C 6.0491 4.1403 -2.8634 0.160 -0.707 -0.056 -1.4711
C 5.4175 2.9554 -3.5899 -0.096 0.087 0.010 -0.5678
C 4.9837 1.8860 -2.5919 0.485 0.159 -0.175 -1.0462
C 4.0564 2.4486 -1.5132 -1.769 -0.485 -0.709 2.0670
N 4.6630 3.6166 -0.8123 2.425 -1.214 -0.204 0.3775
O 5.5890 3.1674 -0.0136 -0.624 0.248 0.460 -0.5747
C 2.7144 2.8213 -2.1758 -0.039 0.286 -0.137 -1.9808
C 3.6929 1.3447 -0.5210 0.404 0.003 0.614 -1.7807
C 6.1990 5.6083 -0.8965 0.234 -0.451 0.590 -1.8396
H 3.1111 5.2552 -1.9509 0.057 -0.110 -0.058 0.3370
H 4.1340 6.5903 -1.6077 0.190 -0.021 -0.024 0.4712
H 4.1779 5.8649 -3.2104 0.018 -0.020 0.012 0.3119
H 7.0328 3.8155 -2.5086 -0.070 0.024 0.166 0.4009
H 6.2401 4.9421 -3.5779 -0.070 0.131 0.151 0.4280
H 4.5724 3.2874 -4.1994 -0.035 -0.036 0.046 0.2851
H 6.1416 2.5283 -4.2865 -0.003 0.045 -0.007 0.4268
H 4.4837 1.0703 -3.1249 -0.158 0.027 0.124 0.2084
H 5.8742 1.4453 -2.1313 -0.038 0.102 0.150 0.4157
H 2.0247 3.2595 -1.4520 0.040 0.017 0.012 0.4228
H 2.2370 1.9272 -2.5840 0.109 -0.084 0.083 0.1047
H 2.8164 3.5097 -3.0110 0.012 0.039 0.066 0.5395
H 4.5701 0.8902 -0.0590 0.037 0.165 0.031 0.5286
H 3.1495 0.5450 -1.0261 0.059 0.265 -0.243 0.1037
H 3.0503 1.7314 0.2754 0.058 0.041 0.003 0.6080
H 5.7310 5.9888 0.0127 -0.027 -0.036 -0.022 0.4688
H 6.4685 6.4633 -1.5171 -0.164 -0.066 -0.137 0.4399
H 7.1257 5.1081 -0.6181 -0.090 -0.075 0.059 0.3716



No. 2
126
Properties=species:S:1:pos:R:3:forces:R:3:mulliken_charge:R:1 method="wB97M-V/def2-TZVPD" total_charge=0 lumo_ev=0.164 homo_lumo_gap_ev=9.36 homo_energy_ev=-9.20
C -4.8955 6.1238 0.1517 -0.297 -0.526 0.200 -0.2286
C -5.2367 5.0122 0.8150 0.166 0.830 -0.886 -0.1437
C -4.7463 3.6601 0.4199 -1.409 -0.441 -1.165 0.7782
O -5.2583 2.9958 -0.4678 0.708 0.351 0.692 -0.6170
O -3.7118 3.2722 1.1646 -0.221 0.073 -0.223 -0.0596
C -3.1780 1.9738 0.8462 0.057 -0.386 0.456 -0.9691
C -2.2529 1.5357 1.9732 0.455 0.250 -0.328 0.2219
C -0.7640 1.6942 1.6275 -0.088 0.066 0.511 -1.0359
C 0.1307 0.6484 2.3162 -0.292 -0.202 -1.172 -0.6606
C 1.2599 0.1391 1.3876 0.044 -0.099 0.552 -1.1603
C 1.2829 -1.3739 1.1982 0.914 0.142 0.059 -0.3651
N 0.4610 -1.8658 0.0949 -0.449 -0.132 -0.422 0.8549
O 0.4442 -3.2847 0.2461 0.181 0.353 0.121 -0.1928
C -0.0112 -3.9352 -0.9368 0.044 -1.030 0.199 -0.4213
C 1.0164 -4.9527 -1.4405 -0.479 1.101 -0.683 -0.7319
O 1.7522 -4.3295 -2.4991 0.395 -0.572 0.578 -0.3777
C 2.7614 -3.4618 -1.9886 0.539 0.705 -0.488 0.7719
C 2.7856 -2.1645 -2.8028 -0.502 -0.353 0.023 -0.4618
C -0.9171 -1.4311 0.2008 -1.005 0.061 0.935 0.0005
O -1.7143 -1.8017 1.0274 0.734 0.111 -0.773 -0.4464
O -1.2371 -0.5288 -0.7392 0.137 -0.380 0.140 -0.4086
H -4.6552 6.1257 -0.9090 0.948 -0.058 0.885 -0.2900
H -4.9154 7.0723 0.6727 -0.816 0.231 -0.262 0.2697
H -5.9364 5.0812 1.6411 0.575 -0.130 -0.305 0.1652
H -3.9711 1.2401 0.7464 -0.392 0.188 -0.083 0.4578
H -2.6724 2.0246 -0.1137 0.084 0.074 -0.121 0.3517
H -2.4465 0.4837 2.1622 -0.058 -0.147 0.092 0.3642
H -2.4958 2.0920 2.8738 -0.162 -0.025 0.151 -0.1023
H -0.3943 2.6839 1.8933 -0.133 0.216 -0.089 0.4604
H -0.6837 1.6170 0.5483 0.214 -0.137 -0.165 0.3883
H 0.5342 1.0263 3.2479 0.071 0.032 0.157 0.6793
H -0.4887 -0.2165 2.5412 -0.093 -0.036 0.337 0.3529
H 1.2577 0.6121 0.4072 -0.108 0.204 -0.069 0.3351
H 2.2136 0.3950 1.8417 0.205 0.014 -0.080 0.5438
H 1.0502 -1.8917 2.1263 -0.341 -0.040 0.143 -0.3217
H 2.3054 -1.6574 0.9546 0.054 -0.190 -0.175 0.4971
H -0.9310 -4.4655 -0.6882 -0.228 0.134 0.059 0.4009
H -0.1875 -3.2423 -1.7526 -0.123 0.267 0.036 0.2030
H 0.4818 -5.7758 -1.8998 0.072 -0.310 0.063 0.4179
H 1.6512 -5.2705 -0.6164 0.105 -0.256 -0.010 0.2791
H 2.5992 -3.2428 -0.9381 -0.148 -0.067 0.149 -0.1370
H 3.7464 -3.9205 -2.0723 -0.016 -0.405 0.052 0.0383
H 3.7505 -1.9870 -3.2585 0.161 0.159 -0.001 -0.3904
H 2.0496 -2.2640 -3.5975 -0.026 0.038 -0.180 0.4212
H 2.4939 -1.3122 -2.1980 0.094 0.201 0.054 0.0815
H -0.5242 -0.5475 -1.3915 0.148 0.196 -0.055 0.3739
C -4.4430 7.0874 -4.2960 -0.019 0.017 0.096 0.1629
Cl -4.6779 5.8252 -3.0813 -0.030 -0.123 -0.717 -0.1151
Cl -5.8290 8.1769 -4.3346 -0.029 -0.048 0.081 -0.1174
Cl -2.9497 7.9729 -3.9829 0.002 -0.015 -0.007 -0.1143
H -4.3591 6.6128 -5.2650 0.012 0.008 -0.021 0.1205
C -4.4678 8.2531 -8.2469 -0.038 0.023 0.080 -0.0357
Cl -4.1284 9.5336 -7.0852 0.040 0.034 -0.141 -0.0796
Cl -3.4015 6.8689 -7.9776 0.014 -0.003 -0.011 -0.1185
Cl -6.1587 7.7590 -8.1653 0.016 0.001 -0.013 -0.0972
H -4.2753 8.6353 -9.2398 0.013 -0.012 -0.020 0.3498
C -0.1416 -4.6790 2.9467 -0.124 0.020 -0.018 1.1355
Cl -1.6237 -5.4671 3.4755 0.194 -0.033 0.087 -0.1039
Cl 0.5501 -3.6942 4.2395 0.016 0.001 0.055 -0.1675
Cl 1.0357 -5.8623 2.3654 0.000 0.002 -0.004 -0.1565
H -0.3857 -4.0173 2.1239 0.034 -0.013 0.006 -0.7229
C 7.3429 -4.0472 -2.1873 -0.145 0.263 0.111 0.3010
Cl 8.5847 -2.8409 -1.8522 0.011 -0.011 -0.013 -0.0935
Cl 6.3905 -4.3821 -0.7445 -0.064 0.032 -0.115 -0.0919
Cl 6.3095 -3.5112 -3.5181 -0.010 -0.034 -0.090 -0.0368
H 7.8278 -4.9605 -2.4921 -0.006 -0.072 -0.050 -0.0890
C 9.0236 -6.9854 0.7402 -0.222 0.099 0.086 -0.0719
Cl 7.8566 -8.2879 0.9626 0.030 -0.005 -0.013 -0.1210
Cl 9.1629 -6.5613 -0.9707 0.141 -0.243 0.416 -0.0122
Cl 8.5847 -5.5819 1.7125 0.114 -0.037 0.044 -0.1071
H 9.9912 -7.3364 1.0712 0.023 -0.005 -0.019 0.3378
C -5.4833 -5.0212 2.4124 0.134 -0.069 -0.087 -0.0143
Cl -6.2220 -6.3805 1.5640 -0.029 0.012 0.015 -0.1311
Cl -4.9207 -5.5176 4.0132 -0.114 0.039 0.003 -0.1350
Cl -4.1693 -4.3292 1.4627 -0.136 0.104 -0.001 0.0005
H -6.2375 -4.2582 2.5459 -0.023 0.005 0.006 0.2672
C -4.5763 4.8655 5.1122 -0.010 0.084 -0.098 0.1748
Cl -5.0694 5.2117 3.4417 0.663 -0.008 1.757 -0.0711
Cl -3.8971 3.2435 5.1803 0.080 0.101 0.228 0.0510
Cl -3.4174 6.0643 5.7084 -0.043 0.014 -0.025 -0.1606
H -5.4523 4.9016 5.7468 0.017 -0.016 0.046 -0.0230
C -5.3251 -0.4822 5.2393 0.123 0.090 0.037 -0.1476
Cl -3.6382 -0.9479 5.4695 -0.016 -0.023 -0.029 -0.1068
Cl -5.9759 0.2549 6.7026 -0.031 -0.015 0.017 -0.0969
Cl -5.4817 0.6164 3.8693 -0.134 -0.139 -0.171 -0.0415
H -5.8959 -1.3752 5.0253 -0.007 -0.022 0.009 0.3671
C 6.3223 0.2167 -3.0501 -0.039 0.116 -0.015 0.2383
Cl 7.6353 1.3255 -2.6490 -0.148 -0.168 -0.045 -0.0601
Cl 5.3351 -0.1246 -1.6265 0.101 -0.008 0.088 -0.0825
Cl 5.3252 0.8664 -4.3551 0.059 -0.006 0.139 -0.1207
H 6.7579 -0.7152 -3.3878 -0.017 -0.016 0.008 0.0086
C -9.3555 5.3044 1.9420 -0.032 -0.092 0.118 0.0039
Cl -10.6771 4.3894 2.6728 -0.013 0.022 0.007 -0.1276
Cl -8.4889 6.2199 3.1919 -0.026 -0.025 -0.174 -0.1171
Cl -8.2782 4.2418 1.0456 -0.229 -0.055 0.028 -0.0732
H -9.7791 6.0129 1.2436 -0.014 0.043 0.028 0.3372
C 10.1355 3.1575 -0.2312 0.067 -0.028 -0.011 0.0804
Cl 9.9631 3.2927 -1.9819 0.158 0.159 0.033 -0.1308
Cl 10.7337 1.5595 0.2149 -0.030 0.000 0.002 -0.1082
Cl 11.1935 4.4217 0.3946 -0.028 -0.004 0.001 -0.1306
H 9.1573 3.2860 0.2121 -0.017 -0.002 0.000 0.2873
C 2.4188 -6.4422 -4.8600 0.075 0.021 -0.011 1.0691
Cl 3.9774 -7.2710 -4.9480 0.013 0.024 0.019 -0.1348
Cl 1.9850 -5.7648 -6.4296 -0.010 0.024 0.007 -0.1379
Cl 1.1644 -7.5419 -4.2818 -0.009 0.018 0.007 -0.1601
H 2.5026 -5.6287 -4.1486 -0.077 -0.008 0.030 -0.6688
C 11.0158 -7.4794 -4.9330 0.065 0.058 -0.059 0.0195
Cl 12.6189 -7.7998 -4.2762 -0.024 -0.015 0.007 -0.1213
Cl 10.0819 -6.4678 -3.8237 0.102 0.052 -0.371 -0.0879
Cl 11.1252 -6.7291 -6.5236 -0.022 -0.021 0.020 -0.1222
H 10.4986 -8.4230 -5.0390 -0.021 -0.008 0.010 0.2812
C -8.9777 4.5853 6.6362 -0.005 -0.016 0.031 0.1016
Cl -10.3043 3.6602 7.3374 0.007 0.020 -0.024 -0.1320
Cl -8.1601 5.5487 7.8694 0.016 0.029 -0.028 -0.1309
Cl -7.8313 3.5198 5.8255 0.022 -0.098 -0.060 -0.0252
H -9.3888 5.2599 5.8963 -0.003 0.001 -0.019 0.1805
C -2.3956 4.3669 9.0595 0.008 -0.037 0.025 0.2840
Cl -2.0047 5.5851 10.2752 -0.002 0.012 -0.031 -0.1390
Cl -1.3737 2.9415 9.2514 -0.004 0.011 -0.029 -0.1317
Cl -4.1009 3.9285 9.1368 -0.057 0.013 -0.045 -0.1033
H -2.2045 4.7908 8.0823 -0.008 -0.001 -0.016 0.0698
C 4.3330 -1.2782 -7.7379 0.005 0.138 0.096 -0.0822
Cl 4.4626 -2.1513 -6.2119 -0.037 -0.180 -0.011 0.0180
Cl 2.6661 -0.7774 -8.0217 0.024 -0.003 -0.029 -0.1335
Cl 5.4229 0.1092 -7.7369 -0.020 -0.008 -0.167 -0.1160
H 4.6291 -1.9386 -8.5411 0.002 -0.039 0.011 0.3235